24
Properties=species:S:1:pos:R:3:forces:R:3 method="wB97M-V/def2-TZVPD" total_charge=0 e_homo_ev="-7.918 / -8.642" multiplicity=3 total_energy_ha=-1959.4580 orbital_gap_ev="8.54 / 6.84" largest_force_ha_per_bohr=0.0734
C -3.84348 -1.89524 -0.09234 -0.45 -2.29 1.88
C -0.96926 3.40063 0.20255 2.81 -2.25 -1.16
C 3.53813 -0.23011 -0.69988 -0.11 1.28 -0.11
C 3.44878 -0.70298 0.72503 1.58 0.03 0.35
C -4.31427 -0.78039 -0.81163 -0.15 0.59 -0.43
C 0.06851 2.34654 -0.28561 0.15 -0.39 0.77
C 2.19975 -1.13000 1.37906 -1.89 -0.27 0.20
O -2.95920 -1.07075 -0.81955 -0.25 -0.36 -1.91
O -0.89926 2.87034 -1.12046 -1.11 0.27 -0.46
P -0.11152 0.42774 0.03408 1.79 1.50 0.44
S -1.89651 0.19252 0.77458 -0.74 0.92 1.57
S 4.31163 -1.80911 -0.38963 0.06 -1.00 -0.82
S 1.11806 0.26852 1.86927 -0.36 0.09 -1.17
H -3.70309 -1.75356 0.99403 -0.18 -0.35 -0.40
H -3.99369 -2.95097 -0.39920 0.27 0.84 -0.08
H -1.73300 3.12727 0.86793 -1.16 -0.89 0.40
H -0.66665 4.39209 0.31046 0.68 1.54 -0.11
H 2.62849 -0.17048 -1.37470 1.11 -0.30 1.14
H 4.26430 0.59807 -0.84638 -0.67 -0.63 -0.09
H 4.26275 -0.39306 1.45308 -1.49 0.45 -0.95
H -4.67050 0.14326 -0.38911 -0.06 0.47 -0.21
H 1.14593 2.52089 -0.59457 -1.27 0.38 0.67
H 2.38441 -1.58586 2.31547 0.73 -0.36 1.18
H 1.54170 -1.91676 0.95122 0.71 0.71 -0.71